Record 1
The following is a quantum chemistry calculation of a single C19H25ClN2O7S molecule, from OMol25.

XYZ file:
```
55
Properties=species:S:1:pos:R:3:forces:R:3:mulliken_charge:R:1
C 3.4844 -2.1298 -2.2181 -0.2 0.4 -0.1 -0.814
C 3.7053 -0.6365 -2.4055 0.4 -0.2 0.4 -0.250
O 2.5952 -0.0494 -3.0871 0.1 -0.2 -0.4 -0.376
C 1.6803 0.5942 -2.3632 -0.2 0.2 -0.2 0.808
O 1.7623 0.7710 -1.1720 0.1 0.1 0.0 -0.514
C 0.5522 1.0890 -3.2356 0.0 0.0 0.0 -0.322
C 0.4667 2.6221 -3.2904 0.1 0.0 0.3 -0.775
C 0.4310 3.2892 -1.9157 0.2 0.3 -0.2 -0.977
N -0.6560 2.8108 -1.0939 0.3 -0.4 -0.3 0.198
C -1.5199 3.6459 -0.5103 -0.3 -0.3 0.4 0.780
O -1.5917 4.8389 -0.7221 -0.2 0.3 0.1 -0.711
C -2.4953 2.9811 0.4771 0.0 0.6 0.0 -0.528
O -2.0400 1.7425 1.0159 -0.3 -0.2 -0.2 -0.253
C -0.9483 1.7800 1.7763 0.2 -0.2 0.6 0.083
O -0.3659 2.7757 2.1025 0.0 0.1 -0.1 -0.649
C -0.5377 0.3568 2.1639 -0.6 0.5 0.2 0.286
C 0.3223 0.3084 3.4316 0.0 0.0 -0.1 -0.872
C 1.3538 -0.7774 3.1289 -0.1 0.1 -0.1 -0.664
C 1.6033 -0.5636 1.6389 0.7 -0.2 0.1 -0.748
N 0.3113 -0.1723 1.1069 -0.5 -0.6 -0.6 0.365
S -0.3859 -1.0288 -0.1129 -0.2 -0.2 0.2 1.653
O 0.6187 -1.8262 -0.7502 0.0 -0.2 0.3 -0.774
O -1.1551 -0.1287 -0.9252 -0.3 -0.1 0.3 -0.940
C -1.5443 -2.1424 0.6904 0.3 0.4 -0.3 -0.349
C -2.8800 -1.7969 0.7870 0.0 0.0 -0.1 -0.046
C -3.7613 -2.6461 1.4343 0.1 -0.1 0.1 -0.920
C -3.2846 -3.8334 1.9746 0.2 0.2 -0.2 0.393
Cl -4.3750 -4.8942 2.7825 -0.1 -0.1 0.1 -0.200
C -1.9441 -4.1835 1.8713 -0.1 0.1 0.0 -0.926
C -1.0710 -3.3260 1.2251 0.1 -0.1 0.0 -0.406
H 3.4090 -2.6226 -3.1840 0.0 -0.1 -0.1 0.325
H 2.5583 -2.2890 -1.6706 0.1 -0.1 0.0 0.068
H 4.3147 -2.5577 -1.6630 0.1 -0.1 0.0 0.361
H 4.5786 -0.4384 -3.0332 -0.1 0.0 0.1 0.350
H 3.8220 -0.1409 -1.4364 0.1 0.0 -0.2 0.241
H -0.3688 0.6835 -2.8137 0.1 0.0 -0.1 0.054
H 0.6906 0.6925 -4.2414 -0.1 0.0 0.1 0.400
H 1.3292 3.0147 -3.8331 0.0 0.0 -0.1 0.365
H -0.4336 2.8914 -3.8454 0.0 0.0 0.0 0.376
H 1.3735 3.1069 -1.3903 -0.1 0.1 -0.1 0.241
H 0.2903 4.3674 -2.0283 0.1 -0.2 0.0 0.459
H -0.6801 1.8159 -0.9014 -0.1 0.2 0.1 0.126
H -2.6777 3.6989 1.2835 0.0 -0.1 -0.2 0.320
H -3.4328 2.7536 -0.0336 0.1 0.0 0.1 0.361
H -1.4489 -0.2487 2.2519 0.1 0.1 0.1 0.413
H 0.8123 1.2760 3.5494 0.0 0.0 0.0 0.363
H -0.2737 0.1003 4.3176 0.0 0.1 0.0 0.401
H 0.9273 -1.7665 3.3079 0.0 0.0 0.0 0.264
H 2.2591 -0.6698 3.7212 0.0 0.0 0.0 0.443
H 2.3064 0.2565 1.4674 0.0 -0.1 0.0 0.300
H 1.9525 -1.4433 1.1015 0.2 0.1 0.1 0.409
H -3.2094 -0.8693 0.3459 -0.1 0.1 0.0 0.436
H -4.8065 -2.3950 1.5201 -0.1 0.0 0.0 0.436
H -1.5959 -5.1145 2.2898 0.0 -0.1 0.0 0.427
H -0.0271 -3.5721 1.1127 0.1 -0.1 0.0 0.514
```
Forces are in eV/Å.

Summary:
HOMO energy: -9.26 eV
Kohn-Sham gap: 9.4 eV
E_LUMO: 0.1610 eV
charge: 0



Record 2
The following is a quantum chemistry calculation of a molecular structure, C19H25CsN5O2, from OMol25.

XYZ file:
```
52
Properties=species:S:1:pos:R:3:forces:R:3:mulliken_charge:R:1
Cs -1.6532 1.8018 -1.0781 -0.3 0.3 0.1 1.154
C 0.8869 5.8124 -2.9718 0.0 0.0 0.0 -1.237
C 0.5883 4.3295 -2.7121 0.0 -0.1 0.1 0.483
O -0.4141 4.0763 -1.9838 0.2 0.1 -0.1 -0.749
C 1.4758 3.4320 -3.3024 -0.1 0.1 0.1 -0.462
C 1.5534 1.9972 -3.2354 0.2 -0.2 -0.1 0.467
C 2.7162 1.3967 -4.0112 0.0 0.1 0.0 -1.085
N 0.7458 1.2115 -2.5829 0.1 0.0 0.0 -0.430
N 1.0970 -0.1437 -2.7060 0.0 0.0 0.0 -0.264
C 0.4321 -0.9652 -1.9417 -0.1 0.3 0.0 0.000
O -0.4932 -0.7172 -1.0887 0.0 -0.2 0.1 -0.799
C 0.8339 -2.4111 -2.1187 0.0 0.0 0.0 -0.007
C 1.8790 -2.7996 -2.9581 0.0 0.0 0.0 -0.093
C 2.2292 -4.1342 -3.0812 0.0 0.0 0.0 -0.690
C 1.5425 -5.1139 -2.3705 0.0 0.0 0.0 -0.264
C 0.4990 -4.7384 -1.5369 0.0 0.0 0.0 -0.634
C 0.1521 -3.3982 -1.4140 0.0 0.0 0.0 -0.077
H 0.1563 6.4244 -2.4449 0.0 0.0 0.0 0.362
H 0.8346 6.0372 -4.0398 0.0 0.0 0.0 0.283
H 1.8890 6.0720 -2.6244 0.0 0.0 0.0 0.281
H 2.2625 3.8966 -3.8857 0.0 0.0 0.0 0.087
H 3.2945 2.1798 -4.5018 0.0 0.0 0.0 0.309
H 2.3479 0.6906 -4.7559 0.0 0.0 0.0 0.264
H 3.3637 0.8273 -3.3438 0.0 0.0 0.0 0.264
H 2.4024 -2.0245 -3.5016 0.0 0.0 0.0 0.391
H 3.0463 -4.4171 -3.7356 0.0 0.0 0.0 0.365
H 1.8188 -6.1574 -2.4676 0.0 0.0 0.0 0.357
H -0.0461 -5.4934 -0.9808 0.0 0.0 0.0 0.369
H -0.6588 -3.0832 -0.7719 0.0 0.0 0.0 0.332
C -1.7506 -2.6415 3.1433 0.0 0.0 0.0 -0.723
C -1.4266 -2.1472 1.7495 0.0 0.0 0.1 -0.626
N -1.9390 -0.7947 1.6023 0.0 0.0 -0.1 -0.106
C -1.7252 0.1606 2.5780 0.0 0.0 -0.1 0.151
N -1.7067 1.3934 2.2196 0.0 -0.1 0.0 -0.321
C -1.5338 2.4296 3.2168 0.0 0.0 0.1 -0.728
C -1.9310 1.9857 4.6176 0.0 0.0 0.0 -0.623
C -1.2635 0.6548 4.9018 0.0 0.0 0.0 -0.657
N -1.6385 -0.3096 3.8856 0.0 0.0 0.0 0.143
C -1.1747 -1.6623 4.1473 0.0 0.0 0.0 -0.673
H -1.3267 -3.6333 3.3078 0.0 0.0 0.0 0.400
H -2.8339 -2.6995 3.2730 0.0 0.0 0.0 0.333
H -1.8958 -2.7678 0.9875 0.0 0.0 0.0 0.333
H -0.3444 -2.1849 1.5718 0.0 0.0 0.0 0.332
H -1.7337 -0.4235 0.6809 0.1 -0.1 0.0 0.164
H -2.1232 3.2999 2.9173 0.0 0.0 0.0 0.332
H -0.4877 2.7599 3.2211 0.0 0.0 0.0 0.297
H -3.0153 1.8591 4.6736 0.0 0.0 0.0 0.272
H -1.6333 2.7248 5.3642 0.0 0.0 0.0 0.360
H -1.5730 0.2561 5.8717 0.0 0.0 0.0 0.354
H -0.1706 0.7840 4.9348 0.0 0.0 0.0 0.317
H -1.4800 -1.9247 5.1639 0.0 0.0 0.0 0.361
H -0.0747 -1.7068 4.1180 0.0 0.0 0.0 0.331
```
Forces are in eV/Å.

Summary:
HOMO energy: -2.73 eV
Kohn-Sham gap: 4.8 eV
E_LUMO: 2.1135 eV
charge: -1



Record 3
The following is a quantum chemistry calculation of a molecular structure, C19H25N2O6PbSi2Te, from OMol25.

XYZ file:
```
56
Properties=species:S:1:pos:R:3:forces:R:3:mulliken_charge:R:1
Pb -0.9104 -0.9229 -0.3631 0.2 -0.1 0.1 0.274
C 2.0417 2.0961 2.0072 0.1 0.0 0.1 -1.060
Si 2.1518 2.4134 0.2044 -0.2 0.1 0.0 0.232
C 3.8156 2.3970 -0.5648 0.2 0.0 0.0 -1.100
C 1.0018 3.7539 -0.5678 -0.2 0.0 0.1 1.792
C 1.5254 5.0523 -1.0387 0.0 -0.1 -0.1 -1.261
C 1.0655 6.1775 -0.4149 -0.1 0.0 0.0 -0.460
C -0.0262 6.1695 0.4941 0.0 0.0 0.0 -0.980
C -0.8404 5.0088 0.6247 0.0 0.1 0.0 -0.337
C -0.3034 3.9033 0.0877 -0.1 -0.1 -0.2 -0.579
Si -2.1941 1.4316 -0.0182 -0.1 0.2 -0.2 0.135
C -3.4802 1.8704 -1.3089 -0.1 0.0 0.0 -0.983
C -2.7227 2.2245 1.5857 0.0 0.0 0.2 -1.234
H 2.7542 2.7293 2.5451 -0.1 -0.1 0.0 0.387
H 2.2826 1.0538 2.2379 0.0 0.1 0.0 0.378
H 1.0373 2.3132 2.3768 0.0 0.0 0.0 0.258
H 4.4886 3.0830 -0.0424 0.0 0.0 -0.1 0.377
H 3.7611 2.6986 -1.6126 0.0 0.0 0.0 0.330
H 4.2569 1.3973 -0.5197 0.0 0.0 0.0 0.406
H 2.3274 5.0966 -1.7653 0.0 0.0 0.1 0.534
H 1.5306 7.1290 -0.6436 0.0 0.0 0.0 0.480
H -0.3296 7.0876 0.9769 0.0 0.0 0.0 0.429
H -1.8364 5.0535 1.0458 0.0 0.0 -0.1 0.417
H -3.9209 2.8544 -1.1245 0.0 0.0 0.0 0.336
H -4.2959 1.1376 -1.3085 0.0 0.1 0.0 0.418
H -3.0518 1.8633 -2.3144 0.0 0.0 0.0 0.276
H -3.2839 3.1439 1.4005 0.0 0.0 0.0 0.387
H -1.8737 2.4518 2.2366 0.0 0.0 0.0 0.339
H -3.3713 1.5439 2.1433 0.0 0.0 0.0 0.353
O -0.8965 2.7316 -0.4835 -0.1 0.0 0.2 0.144
C 0.3852 2.4780 -1.2742 0.4 -0.1 -0.2 1.263
O 1.0581 1.4301 -0.7026 0.1 -0.1 -0.1 -0.684
C 0.1177 2.3545 -2.7352 -0.1 0.1 0.2 -0.196
C 0.6151 1.2784 -3.4524 0.1 -0.1 0.1 -0.386
C 0.3694 1.2213 -4.8090 0.1 -0.1 -0.1 -0.688
C -0.3418 2.1923 -5.4768 -0.1 0.1 -0.2 -0.400
C -0.8207 3.2488 -4.7278 -0.1 0.1 -0.1 -0.859
C -0.6049 3.3544 -3.3734 0.0 0.1 0.1 0.017
N -1.6009 4.3139 -5.4069 0.0 -0.1 0.0 1.079
O -1.7651 4.2028 -6.5986 0.0 0.0 0.0 -0.616
O -2.0253 5.2109 -4.7109 0.0 0.0 0.0 -0.612
N 0.8794 0.0585 -5.5769 -0.2 0.0 0.0 1.059
O 0.7802 0.1083 -6.7809 0.0 0.0 0.0 -0.600
O 1.3301 -0.8659 -4.9379 0.1 0.0 0.1 -0.600
H 1.1811 0.4926 -2.9728 0.0 0.0 0.0 0.820
H -0.5165 2.1327 -6.5416 0.0 0.0 0.0 0.636
H -1.0001 4.2090 -2.8373 0.0 0.0 0.0 0.751
C -3.6743 -3.9153 -0.0832 0.0 0.0 0.0 -1.032
Te -3.7142 -1.9467 -0.8830 -0.2 0.0 -0.1 0.331
C -4.9250 -1.1892 0.6994 0.0 0.0 0.0 -0.960
H -4.6902 -4.2996 -0.1195 0.0 0.0 0.0 0.347
H -3.3087 -3.8739 0.9385 0.0 0.0 0.0 0.335
H -3.0206 -4.5291 -0.6975 0.0 0.0 0.0 0.337
H -4.5666 -1.6072 1.6369 0.0 0.0 0.0 0.369
H -5.9534 -1.4872 0.5107 0.0 0.0 0.1 0.421
H -4.8546 -0.1033 0.7186 0.0 -0.1 0.0 0.179
```
Forces are in eV/Å.

Summary:
HOMO energy (spin up / spin down): -10.03 / -9.30 eV
Kohn-Sham gap (spin up / spin down): 6.3 / 5.6 eV
E_LUMO (spin up / spin down): -3.7213 / -3.6622 eV
charge: +1



Record 4
The following is a quantum chemistry calculation of a molecular structure, C19H25N2O6PbSi2Te at a distorted geometry, from OMol25.

XYZ file:
```
56
Properties=species:S:1:pos:R:3:forces:R:3:mulliken_charge:R:1
Pb -0.2853 -0.0406 0.8645 0.6 -0.7 -0.2 0.944
C -0.9205 -1.0857 -2.8241 0.1 0.2 0.3 -1.136
Si -1.5060 0.0660 -1.4521 -0.4 0.3 -0.5 0.330
C -1.6122 1.8799 -1.9790 0.2 -0.3 0.1 -1.079
C -3.2076 -0.4595 -0.7671 0.4 0.0 0.1 0.809
C -4.2413 -0.3486 -1.7010 0.1 0.0 -0.1 -0.738
C -5.5502 -0.6904 -1.4075 0.0 0.0 0.1 -0.790
C -5.8591 -1.1603 -0.1416 0.0 0.0 -0.1 -0.861
C -4.8565 -1.2626 0.8065 0.1 0.0 0.2 -0.632
C -3.5271 -0.9192 0.5321 0.3 0.0 0.1 0.681
Si -2.4044 -1.1838 2.0491 -0.4 0.0 0.3 0.011
C -2.0143 -2.9939 2.3525 0.2 0.4 0.0 -1.009
C -3.0115 -0.2240 3.5547 0.2 -0.2 -0.2 -1.066
H -1.7368 -1.2780 -3.5215 -0.1 0.0 0.0 0.465
H -0.5788 -2.0476 -2.4416 -0.1 0.0 0.1 0.357
H -0.1004 -0.6422 -3.3905 0.0 0.1 0.0 0.346
H -2.2242 2.0050 -2.8732 -0.1 -0.1 0.0 0.395
H -0.6244 2.2776 -2.2072 0.1 0.0 -0.1 0.284
H -2.0426 2.5064 -1.1954 -0.1 -0.1 0.0 0.325
H -4.0123 0.0182 -2.6962 0.0 0.0 -0.1 0.346
H -6.3217 -0.5871 -2.1581 0.0 0.0 0.0 0.413
H -6.8738 -1.4394 0.1072 0.0 0.0 0.0 0.407
H -5.1221 -1.6217 1.7957 -0.1 0.0 0.0 0.329
H -2.9388 -3.5496 2.5239 -0.1 0.1 0.0 0.400
H -1.3769 -3.1260 3.2267 0.0 0.1 0.0 0.358
H -1.5041 -3.4508 1.5044 0.0 0.1 -0.1 0.334
H -4.0000 -0.5815 3.8491 0.0 -0.1 0.0 0.369
H -3.0972 0.8468 3.3737 0.0 0.0 -0.1 0.343
H -2.3515 -0.3687 4.4102 0.1 -0.1 0.0 0.361
O 3.0380 -2.9213 1.1705 -0.1 0.1 0.1 -0.583
C 2.5130 -1.9609 0.6624 0.7 -0.1 -0.3 0.109
O 1.2772 -1.6106 0.8942 -0.8 0.7 -0.1 -0.406
C 3.3507 -1.1308 -0.3154 -0.4 0.1 -0.1 0.070
C 2.7651 -0.3810 -1.3259 0.0 0.1 -0.1 0.271
C 3.5572 0.3714 -2.1903 0.2 -0.5 0.7 0.064
C 4.9344 0.3454 -2.1103 0.0 0.2 -0.3 -0.516
C 5.5009 -0.4259 -1.1098 -0.5 0.0 0.0 -0.230
C 4.7383 -1.1468 -0.2106 0.2 -0.1 0.2 -0.590
N 6.9707 -0.4289 -0.9816 0.1 0.1 0.0 1.023
O 7.5950 0.1092 -1.8712 0.0 -0.1 0.1 -0.590
O 7.4353 -0.9537 0.0053 0.0 0.0 -0.1 -0.580
N 2.9024 1.2647 -3.1358 -0.6 0.3 -0.1 0.855
O 3.3981 1.4472 -4.2165 0.3 0.0 0.0 -0.535
O 1.8610 1.7916 -2.7477 0.1 -0.2 0.0 -0.506
H 1.6980 -0.4229 -1.4890 -0.1 0.2 0.1 0.325
H 5.5527 0.9188 -2.7863 0.0 0.0 0.0 0.597
H 5.2239 -1.7166 0.5698 0.0 -0.1 0.0 0.592
C -0.1033 3.6869 1.6384 0.1 0.0 -0.2 -0.908
Te 1.4636 2.3399 1.0333 -0.3 -0.1 0.7 0.260
C 2.2182 2.1573 3.0370 0.2 -0.1 -0.2 -1.020
H -0.4168 3.4383 2.6486 0.0 -0.1 0.0 0.328
H -0.9374 3.6039 0.9467 0.0 0.0 0.0 0.251
H 0.2834 4.7018 1.6068 0.1 0.0 0.0 0.364
H 2.6789 3.1032 3.3114 0.0 0.0 -0.1 0.377
H 2.9773 1.3788 3.0376 0.0 0.0 0.0 0.345
H 1.4260 1.9021 3.7341 -0.1 0.0 -0.1 0.338
```
Forces are in eV/Å.

Summary:
HOMO energy: -11.67 eV
Kohn-Sham gap: 7.1 eV
E_LUMO: -4.5856 eV
charge: +1



Relative energy (zero: lowest compared OMol25 entry of this formula, charge and spin) values, unit kJ/mol, following the record order: 0.0 0.5 153.4 0.0.